1.
C47H63N2P2PdSSi as an isolated structure. Source: the OMol25 dataset; level of theory: wB97M-V/def2-TZVPD.

Its spin multiplicity is 3. The energy comes out at -93509.04017 eV. Its total charge is +1. The HOMO-LUMO gap (alpha / beta) is 6.4 / 7.7 eV. The calculation puts the HOMO energy (alpha / beta) at -8.8 / -11.3 eV.

Cartesian coordinates (Å):
Pd: -0.51 -0.25 0.07
C: 3.23 0.82 -0.94
Si: 1.57 0.00 -1.16
C: 0.81 0.80 -2.71
C: 1.46 0.67 -3.94
C: 0.89 1.11 -5.12
C: -0.37 1.71 -5.10
C: -1.02 1.89 -3.89
C: -0.44 1.44 -2.69
P: -1.27 1.68 -1.08
C: -0.75 3.38 -0.54
C: -0.95 4.49 -1.58
C: -0.20 5.74 -1.14
C: 1.33 5.51 -1.17
C: 1.68 4.02 -1.02
C: 0.73 3.34 -0.04
C: -3.10 1.55 -1.41
C: -3.82 0.77 -0.29
C: -4.02 1.62 0.97
C: -4.88 2.84 0.64
C: -4.25 3.68 -0.48
C: -3.92 2.83 -1.71
C: 1.89 -1.84 -1.48
C: 3.20 -2.31 -1.62
C: 3.48 -3.67 -1.71
C: 2.45 -4.59 -1.67
C: 1.14 -4.15 -1.54
C: 0.85 -2.79 -1.44
P: -0.85 -2.13 -1.38
C: -2.05 -3.36 -0.71
C: -2.17 -4.79 -1.24
C: -3.57 -5.32 -0.85
C: -3.99 -4.84 0.56
C: -2.77 -4.56 1.43
C: -1.93 -3.41 0.83
C: -1.28 -1.87 -3.16
C: -0.81 -2.96 -4.13
C: -1.16 -2.53 -5.56
C: -2.68 -2.33 -5.74
C: -3.44 -2.39 -4.41
C: -2.78 -1.51 -3.36
H: 3.78 0.77 -1.89
H: 3.82 0.32 -0.16
H: 3.11 1.87 -0.67
H: 2.43 0.17 -3.98
H: 1.41 0.99 -6.06
H: -0.83 2.05 -6.02
H: -2.00 2.36 -3.88
H: -1.39 3.59 0.32
H: -2.01 4.71 -1.70
H: -0.58 4.17 -2.56
H: -0.53 6.02 -0.13
H: -0.47 6.58 -1.79
H: 1.79 6.07 -0.35
H: 1.75 5.90 -2.09
H: 2.71 3.92 -0.69
H: 1.62 3.52 -1.99
H: 0.79 3.87 0.92
H: 1.05 2.32 0.16
H: -3.09 0.93 -2.30
H: -3.28 -0.14 -0.06
H: -4.80 0.47 -0.67
H: -3.05 1.94 1.35
H: -4.49 1.03 1.76
H: -5.04 3.45 1.52
H: -5.87 2.50 0.31
H: -3.35 4.16 -0.09
H: -4.92 4.48 -0.77
H: -3.44 3.43 -2.49
H: -4.87 2.48 -2.14
H: 4.03 -1.60 -1.65
H: 4.51 -4.01 -1.82
H: 2.66 -5.65 -1.73
H: 0.34 -4.88 -1.54
H: -2.99 -2.86 -0.94
H: -1.41 -5.42 -0.77
H: -2.03 -4.86 -2.32
H: -3.55 -6.41 -0.89
H: -4.30 -4.99 -1.59
H: -4.63 -5.59 1.03
H: -4.59 -3.93 0.48
H: -2.16 -5.47 1.50
H: -3.07 -4.31 2.45
H: -0.89 -3.53 1.12
H: -2.28 -2.46 1.24
H: -0.68 -0.99 -3.41
H: -1.27 -3.92 -3.92
H: 0.27 -3.11 -4.04
H: -0.78 -3.27 -6.26
H: -0.63 -1.60 -5.77
H: -3.09 -3.08 -6.43
H: -2.87 -1.36 -6.21
H: -3.49 -3.43 -4.05
H: -4.48 -2.08 -4.56
H: -3.35 -1.56 -2.43
H: -2.85 -0.47 -3.70
S: 0.16 0.71 6.78
C: 0.02 0.63 5.00
C: 0.28 1.73 4.21
C: 0.10 1.64 2.84
N: -0.30 0.53 2.23
C: -0.51 -0.55 3.00
C: -0.37 -0.55 4.37
C: -1.48 1.35 7.12
C: -1.72 2.71 7.12
C: -3.02 3.15 7.35
N: -4.04 2.32 7.58
C: -3.78 1.01 7.60
C: -2.52 0.47 7.38
H: 0.61 2.66 4.66
H: 0.28 2.50 2.20
H: -0.82 -1.46 2.50
H: -0.55 -1.45 4.95
H: -0.92 3.42 6.96
H: -3.24 4.21 7.36
H: -4.63 0.36 7.81
H: -2.36 -0.60 7.42

Mulliken population analysis, charges in e, atoms 1 to 2: atom 1 (Pd): -1.156, atom 2 (C): -1.073

2.
C47H64BIN2PPt as an isolated structure. Source: the OMol25 dataset; level of theory: wB97M-V/def2-TZVPD.

The energy comes out at -74075.67730 eV. Its total charge is -1. The HOMO-LUMO gap is 6.7 eV. The calculation puts the HOMO energy at -4.3 eV.

Cartesian coordinates (Å):
Pt: 0.80 -0.01 1.17
C: 3.98 1.27 -0.09
C: 4.03 0.11 0.90
P: 2.69 -1.12 0.59
C: 3.25 -2.64 1.46
C: 4.71 -3.09 1.38
C: 2.95 -1.41 -1.20
C: 4.34 -1.76 -1.73
H: 4.63 2.09 0.25
H: 2.97 1.66 -0.20
H: 4.33 0.97 -1.09
H: 3.88 0.47 1.92
H: 5.00 -0.38 0.87
H: 2.58 -3.44 1.11
H: 2.99 -2.46 2.50
H: 5.01 -3.38 0.37
H: 4.86 -3.96 2.03
H: 5.39 -2.31 1.73
H: 2.61 -0.47 -1.65
H: 2.23 -2.14 -1.52
H: 5.14 -1.22 -1.23
H: 4.39 -1.53 -2.80
H: 4.55 -2.83 -1.63
I: 3.01 -0.45 4.51
C: 1.21 0.10 3.26
H: 0.97 1.02 3.79
H: 0.53 -0.67 3.63
C: 1.83 2.55 -2.82
C: 0.62 1.63 -2.71
C: -0.63 2.30 -3.30
C: 0.83 0.27 -3.33
C: 1.70 0.10 -4.41
C: 1.89 -1.15 -4.98
C: 1.20 -2.25 -4.48
C: 0.32 -2.12 -3.41
C: -0.37 -3.36 -2.86
C: -0.93 -4.25 -3.97
C: 0.55 -4.17 -1.94
C: 0.14 -0.85 -2.85
N: -0.80 -0.69 -1.79
B: -0.60 -0.59 -0.34
N: -1.95 -0.96 0.15
C: -2.82 -1.13 -0.93
C: -2.15 -0.96 -2.08
C: -2.41 -1.30 1.45
C: -3.34 -0.49 2.12
C: -3.80 -0.89 3.37
C: -3.38 -2.07 3.95
C: -2.49 -2.88 3.27
C: -2.00 -2.52 2.01
C: -1.08 -3.48 1.29
C: 0.16 -3.79 2.11
C: -1.83 -4.76 0.91
C: -3.88 0.79 1.52
C: -3.77 1.96 2.50
C: -5.32 0.62 1.05
H: 1.64 3.46 -2.24
H: 2.02 2.86 -3.85
H: 2.73 2.08 -2.42
H: 0.43 1.47 -1.65
H: -0.49 2.47 -4.38
H: -0.81 3.26 -2.82
H: -1.51 1.67 -3.17
H: 2.25 0.95 -4.79
H: 2.58 -1.27 -5.81
H: 1.36 -3.22 -4.93
H: -1.22 -3.03 -2.26
H: -0.13 -4.74 -4.54
H: -1.54 -3.68 -4.67
H: -1.55 -5.03 -3.54
H: 1.46 -4.47 -2.47
H: 0.03 -5.07 -1.60
H: 0.83 -3.59 -1.06
H: -3.86 -1.38 -0.79
H: -2.50 -1.04 -3.09
H: -4.51 -0.26 3.90
H: -3.74 -2.36 4.93
H: -2.17 -3.82 3.71
H: -0.76 -3.00 0.36
H: -0.10 -4.24 3.07
H: 0.73 -2.88 2.31
H: 0.81 -4.50 1.58
H: -2.12 -5.32 1.80
H: -1.19 -5.41 0.31
H: -2.73 -4.54 0.34
H: -3.26 1.02 0.65
H: -4.49 1.86 3.32
H: -3.98 2.90 1.99
H: -2.77 2.01 2.92
H: -5.98 0.39 1.90
H: -5.43 -0.18 0.32
H: -5.69 1.55 0.59
C: -2.26 6.16 -1.07
C: -0.96 5.97 -0.63
C: -0.55 4.73 -0.16
C: -1.43 3.65 -0.11
C: -2.73 3.86 -0.58
C: -3.15 5.09 -1.05
C: -1.03 2.28 0.31
C: -0.17 1.87 1.25
C: 0.38 2.92 2.17
C: -0.47 3.79 2.85
C: 0.03 4.80 3.67
C: 1.39 4.98 3.82
C: 2.26 4.11 3.15
C: 1.76 3.10 2.35
H: -2.58 7.13 -1.44
H: -0.25 6.79 -0.66
H: 0.48 4.60 0.17
H: -3.42 3.02 -0.59
H: -4.16 5.22 -1.41
H: -1.53 1.53 -0.30
H: -1.54 3.69 2.73
H: -0.67 5.46 4.18
H: 1.78 5.76 4.45
H: 3.33 4.22 3.27
H: 2.44 2.41 1.88

Mulliken population analysis, charges in e, atoms 1 to 2: atom 1 (Pt): 2.145, atom 2 (C): -1.124